The following is a quantum chemistry calculation of a structure of composition C4H11N2O at a distorted geometry, from the OMol25 dataset.

Calculated values
net charge	-1
calculated total energy	-343.5582	Ha
gap between HOMO and LUMO	6.571	eV
highest occupied orbital energy	-0.0926	hartree
LUMO energy	0.1489	Ha

The geometry in XYZ format:
```
18
Properties=species:S:1:pos:R:3:forces:R:3:nbo_charge:R:1
N -0.101712 0.255250 2.221170 -2.2 -2.3 -1.9 -0.85
C -0.157241 -0.333132 0.538075 3.7 1.2 -3.2 -0.26
C -1.304190 -0.020993 -0.424622 0.2 -1.7 -0.3 -0.47
C -1.170903 -0.234914 -2.009160 0.0 -0.1 -1.4 -0.01
O -2.052068 0.537959 -2.748413 1.1 -1.2 1.5 -0.94
C 1.205076 0.417404 0.174281 1.5 2.4 -1.5 -0.19
N 2.440300 0.007316 0.904036 -0.3 0.0 -1.0 -0.86
H -0.768741 -0.571999 1.553321 -0.4 1.5 4.1 0.40
H -0.611896 1.140981 2.052025 -0.1 -0.6 -0.1 0.32
H -0.008526 -1.444622 0.494572 0.4 0.7 0.3 0.21
H -2.205233 -0.543878 -0.083470 0.0 -0.2 -0.1 0.18
H -1.560140 0.963752 -0.369109 -0.5 3.1 0.3 0.21
H -0.107843 -0.187003 -2.388194 0.0 1.0 0.7 0.09
H -1.198487 -1.343274 -2.189050 -1.0 -0.2 0.3 0.07
H 1.559764 0.519568 -0.956132 -1.5 -0.8 2.1 0.21
H 1.107057 1.620847 0.490923 -0.2 -3.3 -0.8 0.19
H 2.195157 0.189597 1.834666 -0.1 0.2 1.8 0.36
H 2.739624 -0.972858 0.905080 -0.7 0.3 -0.7 0.34
```
Forces are in eV/Å.

The following is a quantum chemistry calculation of a structure of composition C4H11N2O at a distorted geometry, from the OMol25 dataset.

Calculated values
net charge	-1
calculated total energy	-343.5739	Ha
gap between HOMO and LUMO	6.287	eV
highest occupied orbital energy	-0.0952	hartree
LUMO energy	0.1358	Ha

The geometry in XYZ format:
```
18
Properties=species:S:1:pos:R:3:forces:R:3:nbo_charge:R:1
N -0.769606 -0.208818 2.240199 0.5 2.3 -1.1 -0.80
C -1.400268 0.489196 1.067825 0.4 -0.9 -0.4 -0.32
C -0.538224 1.713668 0.584791 -2.2 1.4 2.2 -0.04
N 0.527279 2.110998 1.217256 0.2 -1.4 -1.2 -0.58
C 0.981843 -1.824500 -0.536866 1.0 0.5 -1.3 -0.66
C 0.791896 -0.767118 -1.701475 -0.7 -0.4 -0.2 0.02
O 0.300018 -1.143908 -2.885369 0.3 -0.3 0.6 -0.92
H -0.528144 0.677578 2.721266 -0.6 -0.5 1.0 0.34
H 0.203588 -0.249808 1.932744 0.2 -1.3 -0.2 0.35
H -1.494706 -0.140211 0.175800 0.0 -0.3 0.3 0.23
H -2.417280 0.742152 1.373137 0.1 0.6 -0.2 0.20
H -1.074316 2.454593 -0.025161 -0.2 -0.4 -0.8 0.15
H 0.538311 1.112675 0.399954 1.4 0.4 0.3 0.40
H 0.191111 -2.568127 -0.468571 -0.2 0.2 0.2 0.19
H 1.928549 -2.323265 -0.770507 -0.1 -0.4 0.2 0.18
H 1.153611 -1.230275 0.364440 -0.2 -0.3 0.4 0.15
H 0.119315 -0.031008 -1.200146 -0.3 0.7 0.2 0.02
H 1.776049 -0.245028 -1.763408 0.2 0.1 0.1 0.06
```
Forces are in eV/Å.

The following is a quantum chemistry calculation of an isolated molecule of C4H11N2O at a distorted geometry, from the OMol25 dataset.

Calculated values
calculated total energy	-343.6290	Ha
gap between HOMO and LUMO (spin up / spin down)	4.197 / 10.389	eV
multiplicity	2
highest occupied orbital energy (spin up / spin down)	-0.1299 / -0.3612	hartree
LUMO energy (spin up / spin down)	0.0244 / 0.0206	Ha
<S²>	0.751

The geometry in XYZ format:
```
18
Properties=species:S:1:pos:R:3:forces:R:3:lowdin_spin:R:1
N -1.441589 0.168004 -2.249274 2.0 -0.3 0.8 0.21
C -0.773963 0.755774 -1.025403 1.9 -1.2 0.1 0.19
C 0.140538 -0.344155 -0.441997 -1.4 -0.3 -0.3 0.06
N 0.529041 -0.249475 0.848275 -0.4 0.8 0.1 0.01
C 0.247698 0.909125 1.682731 0.2 0.3 0.0 0.00
C 1.323707 -1.298044 1.362989 2.0 -2.4 0.3 0.00
O 0.441304 -1.276402 -1.175585 0.5 0.0 0.2 0.07
H -0.651322 -0.253595 -2.790135 -0.1 0.5 0.0 0.07
H -1.797364 0.979535 -2.806551 -0.9 -0.1 -0.5 0.17
H -1.966814 -0.711966 -2.035962 -1.1 0.5 0.2 0.11
H -1.412478 1.203294 -0.287595 -0.5 0.2 -0.3 0.03
H -0.013733 1.440594 -1.435220 -0.6 0.6 0.0 0.06
H 0.906006 1.744976 1.449298 0.1 0.1 -0.1 0.00
H -0.776709 1.266467 1.603882 -0.1 -0.2 -0.1 0.00
H 0.417559 0.660897 2.724409 0.0 -0.2 0.0 0.00
H 0.947930 -2.299956 1.112260 -0.3 0.4 -0.2 0.00
H 2.379603 -1.354469 1.034695 -0.4 0.5 -0.6 0.00
H 1.500593 -1.340602 2.429177 -0.8 0.7 0.5 0.00
```
Forces are in eV/Å.

The following is a quantum chemistry calculation of an isolated molecule of C4H11N2O at a distorted geometry, from the OMol25 dataset.

Calculated values
calculated total energy	-343.6395	Ha
gap between HOMO and LUMO (spin up / spin down)	4.732 / 8.290	eV
multiplicity	2
highest occupied orbital energy (spin up / spin down)	-0.1558 / -0.2924	hartree
LUMO energy (spin up / spin down)	0.0181 / 0.0123	Ha
<S²>	0.754

The geometry in XYZ format:
```
18
Properties=species:S:1:pos:R:3:forces:R:3:lowdin_spin:R:1
N 0.976788 1.619169 -0.755575 -0.4 0.2 0.1 0.01
C 0.128245 0.662714 0.063328 0.0 0.4 -0.3 0.08
C 0.267126 1.031445 1.531931 -0.4 -0.4 0.5 0.04
C 0.719537 -0.668412 -0.321290 -0.1 0.0 0.4 0.41
N -0.120045 -1.789140 -0.252386 -0.3 -0.5 -0.1 0.09
C -1.553744 -1.745664 -0.461055 0.5 -0.4 -0.9 0.02
O 1.809283 -0.627704 -1.032794 0.2 0.1 -0.1 0.30
H 0.694940 1.582587 -1.732634 -0.1 0.1 0.0 0.00
H 1.901940 1.111292 -0.785129 0.1 -0.4 0.1 0.00
H 0.935416 2.566028 -0.392584 0.2 0.0 -0.1 0.00
H -0.917084 0.847304 -0.246210 0.1 -0.1 0.0 0.02
H 1.194515 0.600828 1.919919 0.0 0.4 0.0 0.01
H -0.546472 0.547850 2.089718 0.2 0.0 -0.2 0.00
H 0.147559 2.101078 1.753007 0.2 0.0 -0.1 0.01
H 0.148526 -2.550707 0.351776 0.3 0.1 0.0 0.02
H -2.145963 -1.417947 0.389201 -0.3 0.1 0.3 0.00
H -1.775464 -1.121646 -1.327898 -0.1 0.2 0.1 0.00
H -1.865105 -2.749076 -0.791324 -0.1 0.2 0.4 0.00
```
Forces are in eV/Å.

The following is a quantum chemistry calculation of the ion C4H11N2O with charge +1 at a distorted geometry, from the OMol25 dataset.

Calculated values
SMILES string	CC(=[NH2+])OCCN
net charge	+1
calculated total energy	-343.4852	Ha
gap between HOMO and LUMO	9.971	eV
highest occupied orbital energy	-0.5072	hartree
LUMO energy	-0.1407	Ha

The geometry in XYZ format:
```
18
Properties=species:S:1:pos:R:3:forces:R:3:nbo_charge:R:1
C 1.777242 -0.535328 0.197351 -1.9 2.1 0.5 -0.25
C 0.635626 -0.674381 1.286825 2.1 0.6 0.4 -0.10
C -1.360731 -0.188897 -0.003068 1.1 -0.3 -1.8 0.78
C -1.053846 1.286043 0.123624 -1.1 -0.2 -3.4 -0.72
N -2.236356 -0.679398 -0.929741 1.5 0.9 2.6 -0.72
N 1.390960 0.331303 -0.937111 1.2 -0.2 0.1 -0.87
O -0.636056 -1.048699 0.627775 0.1 -0.4 0.6 -0.43
H 2.744492 -0.286279 0.597641 0.1 0.6 0.9 0.22
H 1.947654 -1.493108 -0.099968 0.1 -2.8 -1.5 0.21
H 1.028417 -1.473849 1.957339 -1.2 0.0 -0.7 0.24
H 0.570832 0.189748 1.981971 -0.6 -0.2 -0.9 0.21
H -1.680165 1.733317 -0.699390 0.7 0.0 0.8 0.24
H -0.009622 1.559194 -0.112995 -1.0 -0.5 0.6 0.29
H -1.424291 1.691284 1.007279 -0.5 0.5 1.8 0.27
H -2.642949 -0.050493 -1.584492 -0.4 0.5 -0.1 0.43
H -2.611005 -1.614227 -0.894926 0.4 -0.3 0.0 0.44
H 1.733574 1.293960 -0.711995 -0.1 -1.2 -0.9 0.37
H 1.826225 -0.040182 -1.806111 -0.3 0.8 0.9 0.40
```
Forces are in eV/Å.

The following is a quantum chemistry calculation of the ion C4H11N2O with charge +1 at a distorted geometry, from the OMol25 dataset.

Calculated values
SMILES string	C[NH2+][C@H]1NO[C@@H]1C
net charge	+1
calculated total energy	-343.3659	Ha
gap between HOMO and LUMO	10.349	eV
highest occupied orbital energy	-0.5056	hartree
LUMO energy	-0.1253	Ha

The geometry in XYZ format:
```
18
Properties=species:S:1:pos:R:3:forces:R:3:nbo_charge:R:1
C -1.443380 -0.072972 0.521563 0.5 0.7 -0.4 0.07
C -0.089963 -0.186242 -0.219561 -0.7 -1.7 -0.5 0.05
C -2.389903 0.999550 -0.038263 2.8 -1.1 -2.4 -0.63
C 2.257949 -0.537991 -0.027515 -1.0 0.9 -4.1 -0.43
N -0.473533 -1.673403 -0.514486 1.7 2.7 3.0 -0.29
N 1.092952 -0.138019 0.687604 -2.5 -2.9 0.2 -0.49
O -1.705436 -1.450525 0.186755 -1.2 0.1 0.8 -0.37
H -1.363542 0.073892 1.628453 0.2 -0.3 -0.7 0.19
H 0.225524 0.341586 -1.127659 -0.7 0.4 0.3 0.22
H -1.749328 1.926916 -0.077106 -1.4 -0.3 1.1 0.23
H -3.324681 0.873961 0.491698 -0.3 1.0 -0.4 0.26
H -2.343701 0.832838 -1.180106 -1.2 -0.1 1.6 0.22
H 1.984332 -1.223004 -0.832359 -0.1 -1.0 0.9 0.25
H 2.523805 0.248783 -0.743191 0.7 0.6 1.1 0.24
H 2.922862 -0.882660 0.642842 2.9 -1.1 1.6 0.24
H -0.750363 -1.742260 -1.441225 -0.5 -0.2 -2.5 0.36
H 1.199697 0.673210 1.207061 0.2 2.8 0.7 0.43
H 0.828971 -0.786342 1.447548 0.4 -0.5 -0.4 0.44
```
Forces are in eV/Å.

The following is a quantum chemistry calculation of the ion C4H11N2O with charge +1 at a distorted geometry, from the OMol25 dataset.

Calculated values
SMILES string	CN1OCC[C@@H]1[NH3+]
net charge	+1
calculated total energy	-343.3802	Ha
gap between HOMO and LUMO	9.645	eV
highest occupied orbital energy	-0.4902	hartree
LUMO energy	-0.1358	Ha

The geometry in XYZ format:
```
18
Properties=species:S:1:pos:R:3:forces:R:3:nbo_charge:R:1
C -1.246156 0.218635 -0.649452 -3.6 0.2 0.8 -0.49
C -0.292239 1.331015 -1.107012 0.8 0.2 -1.3 -0.11
C -0.446876 -0.582228 0.357400 2.7 -2.0 -0.9 0.07
C 2.105412 -0.605908 -0.431765 -3.8 0.6 -2.6 -0.43
N 1.027220 0.069373 0.328748 -2.0 -1.4 1.1 -0.16
N -0.955514 -0.320687 1.760383 1.2 -1.9 2.9 -0.74
O 0.749664 1.368579 -0.137589 0.2 -0.6 0.1 -0.37
H -2.119181 0.632067 -0.012878 1.1 -0.2 -1.3 0.21
H -1.822671 -0.421028 -1.450276 1.7 1.3 1.3 0.28
H 0.036150 0.958290 -2.108857 0.3 0.8 0.6 0.19
H -0.499195 2.439034 -1.127363 -0.9 -1.5 -0.4 0.25
H -0.475737 -1.745905 0.226721 0.4 2.3 0.0 0.25
H 1.800811 -0.868720 -1.460455 -0.3 0.2 0.1 0.18
H 2.926346 -0.021268 -0.594142 2.0 2.0 0.4 0.24
H 2.386302 -1.505052 -0.057874 0.7 -2.5 2.0 0.22
H -0.183807 0.300136 2.193770 -1.8 -0.3 -0.6 0.50
H -1.042215 -1.160773 2.481977 1.1 1.4 -2.2 0.46
H -1.948313 -0.085560 1.788666 0.3 1.4 -0.2 0.45
```
Forces are in eV/Å.

The following is a quantum chemistry calculation of the ion C4H11N2O with charge +1 at a distorted geometry, from the OMol25 dataset.

Calculated values
SMILES string	C[C@@H]([NH3+])CC(N)=O
net charge	+1
calculated total energy	-343.5318	Ha
gap between HOMO and LUMO	11.526	eV
highest occupied orbital energy	-0.5376	hartree
LUMO energy	-0.1140	Ha

The geometry in XYZ format:
```
18
Properties=species:S:1:pos:R:3:forces:R:3:nbo_charge:R:1
C -0.732505 1.656844 1.252477 0.6 0.3 -0.4 -0.63
C -0.500636 0.785240 0.020365 0.2 1.2 0.3 -0.02
C 0.021975 -0.565879 0.475039 -0.6 -1.7 -1.2 -0.55
C 0.344376 -1.510804 -0.688334 -1.7 0.2 0.4 0.71
N 0.204309 -2.840209 -0.413264 0.2 -0.1 -0.9 -0.80
O 0.599562 -1.049586 -1.783912 1.0 -0.2 -0.6 -0.61
N 0.645551 1.338646 -0.827063 2.4 -0.5 0.8 -0.73
H 0.267406 1.826968 1.660407 -0.1 0.5 0.2 0.21
H -1.253773 1.147887 2.054172 -0.4 -0.2 -0.2 0.25
H -1.242678 2.593942 1.017424 0.2 -0.1 0.1 0.24
H -1.357019 0.783837 -0.657937 0.0 -0.6 0.2 0.24
H 0.936004 -0.628179 1.075540 -0.3 0.8 0.4 0.26
H -0.802748 -1.066263 0.980349 0.2 0.1 0.6 0.26
H 0.367403 -3.421592 -1.222248 0.3 0.0 -0.2 0.41
H -0.668294 -3.142145 -0.011414 0.0 0.2 0.8 0.41
H 1.452639 1.263088 -0.189739 -0.1 -0.1 -0.1 0.41
H 0.869254 2.257044 -1.220291 -1.6 0.3 -0.1 0.45
H 0.849170 0.571168 -1.521563 -0.4 0.1 -0.2 0.47
```
Forces are in eV/Å.

The following is a quantum chemistry calculation of the ion C4H11N2O with charge +1, from the OMol25 dataset.

Calculated values
SMILES string	CNC(=O)C[NH2+]C
net charge	+1
calculated total energy	-343.5293	Ha
gap between HOMO and LUMO	10.675	eV
highest occupied orbital energy	-0.5139	hartree
LUMO energy	-0.1216	Ha

The geometry in XYZ format:
```
18
Properties=species:S:1:pos:R:3:forces:R:3:nbo_charge:R:1
O 1.009569 0.237367 -1.532550 -0.1 -0.1 -0.1 -0.62
C 0.825310 0.375899 -0.333972 0.6 0.1 -0.4 0.65
N 1.573452 1.146695 0.453845 -0.4 0.3 0.5 -0.57
C 1.349341 1.378131 1.867068 0.0 0.5 0.5 -0.43
C -0.216723 -0.512752 0.333926 0.1 -0.4 0.1 -0.33
N -0.792668 -1.380004 -0.728337 -0.6 -0.1 -0.2 -0.49
C -1.790619 -0.686937 -1.616406 0.3 0.0 -0.3 -0.42
H 2.274091 1.730551 0.021562 0.0 -0.2 -0.3 0.43
H 1.322889 2.446552 2.082620 0.1 0.0 -0.2 0.23
H 0.386197 1.011714 2.208829 0.0 -0.2 -0.1 0.20
H 2.143986 0.956941 2.474886 0.0 -0.2 0.0 0.22
H 0.295126 -1.141666 1.054824 0.0 -0.2 0.1 0.25
H -1.045255 -0.050753 0.855019 -0.1 0.4 -0.1 0.25
H -1.268247 -2.172901 -0.296009 0.2 -0.1 0.0 0.44
H -0.047470 -1.736921 -1.334786 0.2 0.2 0.1 0.46
H -2.062277 -1.378665 -2.408821 -0.1 0.0 0.1 0.24
H -1.298765 0.170773 -2.061679 0.0 0.0 0.1 0.26
H -2.657935 -0.394024 -1.040017 -0.1 0.0 0.2 0.23
```
Forces are in eV/Å.

The following is a quantum chemistry calculation of a cluster of 2 separate species, C4H11N2O in total, from the OMol25 dataset.

Calculated values
net charge	+1
calculated total energy	-343.4880	Ha
gap between HOMO and LUMO	8.742	eV
highest occupied orbital energy	-0.4750	hartree
LUMO energy	-0.1538	Ha

The geometry in XYZ format:
```
18
Properties=species:S:1:pos:R:3:forces:R:3:nbo_charge:R:1
C -1.172188 0.286106 0.453590 0.1 0.1 -0.1 0.30
C 3.965305 0.445290 -0.107746 -0.1 0.0 0.0 -0.46
C -2.571777 0.650605 0.156074 -0.4 0.1 -0.1 -0.32
C 2.661563 0.283648 -0.194091 0.2 -0.1 0.0 0.12
N -0.711587 -0.874570 0.205115 0.0 0.1 0.1 -0.61
N -3.278715 -0.462872 -0.431638 0.0 -0.1 -0.2 -0.85
O 2.000091 -0.859691 0.219303 0.0 -0.1 0.0 -0.74
H 4.438305 1.347930 -0.441026 0.0 0.2 -0.1 0.24
H 4.607271 -0.316855 0.304716 0.1 -0.2 0.1 0.21
H -0.510454 1.054324 0.841181 0.2 -0.1 0.0 0.23
H -3.050320 0.963910 1.092872 0.1 0.0 -0.1 0.27
H -2.532356 1.568255 -0.462355 0.1 -0.2 0.2 0.24
H 1.979091 1.004577 -0.608374 -0.1 0.2 -0.1 0.18
H 0.301886 -1.078151 0.305555 -0.1 0.0 0.0 0.47
H -4.276626 -0.404301 -0.272960 0.1 -0.1 0.0 0.40
H -1.379120 -1.574049 -0.128997 0.0 0.1 0.0 0.45
H -3.129045 -0.529955 -1.434298 -0.1 0.1 0.1 0.38
H 2.658683 -1.504208 0.503072 0.0 -0.1 0.1 0.51
```
Forces are in eV/Å.